The following is a DFT calculation (ωB97M-V/def2-TZVPD) of a 11-piece molecular cluster, C41H66Cl4N9O6S overall at a distorted geometry.

Values from the calculation:
Orbital gap: 6.979 eV
2S+1: 1
Total charge: -1

Geometry (Å):
C (-1.039, 0.244, -3.525)
O (-0.546, 0.858, -2.305)
C (0.708, 1.575, -2.444)
C (0.977, 2.342, -1.123)
N (1.056, 1.444, 0.105)
H (1.621, 0.643, -0.138)
H (1.608, 1.882, 0.828)
C (-0.243, 0.965, 0.695)
C (0.112, 0.402, 1.986)
O (1.032, -0.712, 1.837)
C (1.052, -1.719, 2.901)
H (-2.035, -0.166, -3.354)
H (-0.413, -0.554, -3.924)
H (-1.245, 0.923, -4.352)
H (0.740, 2.192, -3.342)
H (1.453, 0.783, -2.523)
H (0.236, 3.125, -0.959)
H (1.931, 2.865, -1.064)
H (-0.635, 0.165, 0.067)
H (-0.957, 1.788, 0.663)
H (-0.748, 0.133, 2.599)
H (0.511, 1.209, 2.602)
H (1.663, -1.343, 3.721)
H (1.486, -2.619, 2.466)
H (0.035, -1.762, 3.292)
S (2.572, 4.402, 1.906)
O (3.815, 4.864, 1.235)
O (2.804, 4.511, 3.343)
O (1.412, 5.208, 1.560)
O (2.322, 3.032, 1.611)
C (-1.591, -6.344, 0.384)
C (-2.137, -4.897, 0.319)
N (-1.754, -4.098, -0.964)
C (-0.252, -4.045, -1.045)
C (0.303, -2.994, -2.025)
C (-2.334, -4.638, -2.198)
C (-3.754, -4.228, -2.410)
H (-1.990, -6.941, 1.204)
H (-0.510, -6.401, 0.517)
H (-1.887, -6.946, -0.474)
H (-3.212, -4.874, 0.495)
H (-1.779, -4.380, 1.209)
H (0.055, -3.690, -0.062)
H (0.027, -5.092, -1.161)
H (-0.187, -3.077, -2.996)
H (0.201, -2.003, -1.582)
H (1.380, -2.970, -2.188)
H (-2.241, -5.723, -2.155)
H (-1.779, -4.450, -3.118)
H (-3.698, -3.397, -3.113)
H (-4.445, -3.947, -1.616)
H (-4.267, -4.980, -3.010)
C (-2.696, 4.200, -2.483)
Cl (-1.607, 3.627, -3.724)
Cl (-3.306, 2.834, -1.557)
Cl (-1.997, 5.287, -1.309)
Cl (-4.136, 4.922, -3.313)
N (2.259, -4.656, 4.358)
C (3.403, -4.309, 3.679)
C (3.414, -5.013, 2.550)
C (2.313, -5.816, 2.496)
C (1.534, -5.499, 3.589)
H (2.008, -4.333, 5.281)
H (4.077, -3.505, 3.936)
H (4.144, -4.999, 1.754)
H (2.155, -6.559, 1.728)
H (0.578, -5.908, 3.879)
N (-3.373, -1.822, 0.037)
C (-3.894, -0.724, -0.661)
C (-4.457, 0.083, 0.276)
C (-4.367, -0.438, 1.552)
C (-3.567, -1.584, 1.390)
H (-3.140, -2.737, -0.321)
H (-3.847, -0.574, -1.730)
H (-4.980, 0.962, -0.069)
H (-4.865, 0.036, 2.384)
H (-3.358, -2.402, 2.064)
N (-3.921, 0.540, -6.744)
C (-3.537, -0.681, -7.194)
C (-3.617, -1.551, -6.179)
C (-4.051, -0.948, -5.042)
C (-4.192, 0.370, -5.405)
H (-3.845, 1.454, -7.166)
H (-3.267, -0.830, -8.229)
H (-3.206, -2.544, -6.286)
H (-4.165, -1.253, -4.013)
H (-4.425, 1.257, -4.835)
N (2.839, 2.023, 4.506)
C (2.923, 1.955, 5.883)
C (3.453, 0.786, 6.304)
C (3.802, 0.095, 5.102)
C (3.344, 0.880, 4.032)
H (2.499, 2.836, 4.011)
H (2.454, 2.760, 6.430)
H (3.598, 0.400, 7.303)
H (4.165, -0.914, 4.976)
H (3.299, 0.829, 2.954)
N (2.624, 5.596, -1.316)
C (3.089, 5.442, -2.558)
C (2.138, 5.704, -3.559)
C (1.015, 6.029, -2.860)
C (1.359, 6.099, -1.553)
H (3.077, 5.212, -0.500)
H (4.126, 5.148, -2.611)
H (2.334, 5.499, -4.601)
H (0.067, 6.305, -3.297)
H (0.722, 6.321, -0.710)
N (-0.609, 4.117, 2.727)
C (-1.942, 4.102, 2.349)
C (-2.585, 3.209, 3.237)
C (-1.648, 2.927, 4.276)
C (-0.424, 3.519, 3.963)
H (0.114, 4.562, 2.179)
H (-2.162, 4.563, 1.397)
H (-3.575, 2.802, 3.101)
H (-1.856, 2.486, 5.239)
H (0.490, 3.404, 4.527)
N (4.195, 1.151, 0.294)
C (4.282, 1.149, -1.094)
C (4.272, -0.218, -1.491)
C (3.954, -0.940, -0.428)
C (3.992, -0.186, 0.709)
H (4.207, 1.991, 0.856)
H (4.503, 2.061, -1.629)
H (4.453, -0.595, -2.486)
H (3.956, -2.020, -0.460)
H (3.955, -0.541, 1.728)


The following is a DFT calculation (ωB97M-V/def2-TZVPD) of a 8-piece molecular cluster, C5H29N2O7 overall at a distorted geometry.

Values from the calculation:
Orbital gap: 10.081 eV
ΔE to the lowest compared entry with this formula, charge and spin: 23.0 kcal/mol
2S+1: 1
Total charge: +1

Geometry (Å):
N (-1.150, -0.962, 1.794)
C (-1.358, -0.943, 0.261)
C (-0.510, 0.200, -0.319)
C (-1.262, 1.535, -0.352)
C (-2.010, 1.685, -1.670)
C (-0.963, -2.326, -0.297)
N (-1.658, -3.337, 0.531)
H (-1.534, -0.120, 2.174)
H (-1.595, -1.830, 2.151)
H (-0.106, -1.046, 1.996)
H (-2.474, -0.784, 0.134)
H (-0.135, -0.080, -1.318)
H (0.482, 0.309, 0.211)
H (-0.563, 2.358, -0.257)
H (-1.967, 1.667, 0.479)
H (-2.570, 0.802, -1.932)
H (-1.383, 1.830, -2.538)
H (-2.771, 2.547, -1.594)
H (-1.233, -2.397, -1.432)
H (0.178, -2.463, -0.265)
H (-2.530, -3.576, 0.167)
H (-1.068, -4.153, 0.637)
H (-0.328, 1.871, 2.382)
H (-1.408, 2.106, 3.535)
O (-1.188, 1.602, 2.684)
H (1.512, 0.331, 2.459)
H (2.264, -0.903, 1.844)
O (1.545, -0.662, 2.388)
H (1.123, 1.805, -3.122)
H (1.982, 0.593, -3.531)
O (1.302, 0.852, -2.931)
H (-0.575, -0.493, -3.260)
H (-1.612, -1.137, -4.112)
O (-1.253, -1.103, -3.243)
H (3.074, 0.518, -0.060)
H (2.072, 1.130, -1.086)
O (2.551, 1.321, -0.307)
H (4.499, -0.638, 1.195)
H (3.886, -1.719, 0.356)
O (3.691, -0.881, 0.768)
H (1.781, 1.848, 1.112)
H (1.885, 2.648, 2.368)
O (1.380, 1.996, 2.003)


The following is a DFT calculation (ωB97M-V/def2-TZVPD) of a 5-piece molecular cluster, C7H18O4 overall at a distorted geometry.

Values from the calculation:
Orbital gap: 9.398 eV
SMILES: C=C/C=C/CC=C.O.O.O.O
ΔE to the lowest compared entry with this formula, charge and spin: 56.9 kcal/mol
2S+1: 1
Total charge: 0

Geometry (Å):
C (-2.417, -0.226, 2.281)
C (-1.600, 0.200, 1.321)
C (-0.377, -0.530, 0.904)
C (0.034, -0.684, -0.354)
C (1.407, -1.243, -0.579)
C (2.212, -0.153, -1.299)
C (3.017, 0.663, -0.636)
H (-2.474, -1.288, 2.506)
H (-3.084, 0.397, 2.864)
H (-1.608, 1.249, 1.053)
H (-0.033, -1.199, 1.686)
H (-0.467, -0.117, -1.129)
H (1.481, -2.119, -1.225)
H (1.920, -1.343, 0.358)
H (1.864, 0.087, -2.299)
H (3.432, 1.546, -1.110)
H (3.378, 0.524, 0.375)
O (-3.024, -0.653, -1.108)
H (-3.479, -1.274, -0.547)
H (-2.978, 0.171, -0.665)
O (-0.651, -3.416, 0.038)
H (-1.313, -3.148, -0.611)
H (-0.527, -4.351, -0.165)
O (0.339, 2.767, 1.360)
H (0.254, 3.714, 1.435)
H (-0.328, 2.228, 1.782)
O (1.742, 3.025, -2.391)
H (1.151, 3.015, -1.639)
H (2.128, 2.158, -2.206)


The following is a DFT calculation (ωB97M-V/def2-TZVPD) of C33H40N4O2Ti as an isolated structure at a distorted geometry.

Values from the calculation:
<S²>: 0.75
Orbital gap (alpha / beta): 6.295 / 7.226 eV
ΔE to the lowest compared entry with this formula, charge and spin: 6.8 kcal/mol
2S+1: 2
Total charge: +3

Geometry (Å):
Ti (-1.197, 0.303, 0.080)
C (2.914, -1.687, 5.472)
C (2.220, -1.106, 4.290)
C (2.823, -0.122, 3.519)
C (2.152, 0.525, 2.463)
C (2.710, 1.649, 1.782)
N (3.968, 1.824, 1.441)
C (4.986, 0.795, 1.324)
C (4.496, -0.363, 0.445)
C (4.090, 0.102, -0.971)
N (2.769, -0.364, -1.320)
C (2.521, -1.239, -2.266)
C (1.256, -1.758, -2.614)
C (1.214, -2.723, -3.644)
C (0.041, -3.320, -4.075)
C (0.060, -4.394, -5.104)
C (-1.153, -2.871, -3.507)
C (-1.180, -1.908, -2.490)
C (-2.444, -1.516, -1.945)
N (-2.655, -0.621, -1.035)
C (-4.043, -0.496, -0.599)
C (-4.095, -0.280, 0.914)
C (-3.242, -1.316, 1.644)
N (-1.837, -0.914, 1.611)
C (-1.120, -1.310, 2.615)
C (0.231, -0.933, 2.889)
C (0.928, -1.512, 3.955)
C (0.822, 0.124, 2.145)
O (0.148, 0.696, 1.189)
C (0.030, -1.366, -1.976)
O (0.022, -0.543, -0.951)
H (3.979, -1.480, 5.454)
H (2.762, -2.762, 5.527)
H (2.505, -1.261, 6.388)
H (3.803, 0.223, 3.805)
H (2.026, 2.448, 1.519)
H (4.250, 2.752, 1.146)
H (5.276, 0.406, 2.302)
H (5.870, 1.251, 0.877)
H (3.643, -0.852, 0.922)
H (5.297, -1.099, 0.388)
H (4.799, -0.273, -1.710)
H (4.090, 1.195, -1.027)
H (1.980, -0.031, -0.763)
H (3.374, -1.581, -2.843)
H (2.147, -3.021, -4.104)
H (1.037, -4.863, -5.151)
H (-0.160, -3.996, -6.094)
H (-0.686, -5.153, -4.884)
H (-2.087, -3.279, -3.868)
H (-3.302, -2.053, -2.355)
H (-4.604, -1.405, -0.856)
H (-4.520, 0.335, -1.131)
H (-5.130, -0.376, 1.248)
H (-3.730, 0.725, 1.180)
H (-3.357, -2.311, 1.188)
H (-3.577, -1.385, 2.685)
H (-1.587, -1.955, 3.363)
H (0.449, -2.284, 4.539)
C (-4.850, 2.940, -1.037)
C (-3.393, 2.700, -0.820)
C (-2.856, 2.963, 0.446)
C (-1.483, 2.960, 0.676)
C (-0.939, 3.419, 2.001)
C (-0.632, 2.648, -0.407)
C (-1.148, 2.306, -1.674)
C (-0.197, 2.131, -2.829)
C (-2.536, 2.325, -1.858)
H (-5.454, 2.485, -0.252)
H (-5.192, 2.608, -2.015)
H (-5.029, 4.015, -0.979)
H (-3.521, 3.310, 1.227)
H (-0.474, 2.597, 2.550)
H (-1.734, 3.827, 2.623)
H (-0.195, 4.201, 1.854)
H (0.434, 2.848, -0.311)
H (0.388, 1.212, -2.754)
H (0.505, 2.965, -2.848)
H (-0.732, 2.115, -3.774)
H (-2.946, 2.153, -2.847)


The following is a DFT calculation (ωB97M-V/def2-TZVPD) of C18H41N2OP3SY as an isolated structure at a distorted geometry.

Values from the calculation:
Orbital gap (alpha / beta): 6.299 / 5.182 eV
ΔE to the lowest compared entry with this formula, charge and spin: 0.0 kcal/mol
2S+1: 1
Total charge: +3

Geometry (Å):
Y (-0.063, -0.591, -0.232)
P (-1.911, -0.411, 1.978)
P (-1.573, -0.976, -2.596)
P (-1.194, 2.061, -0.390)
H (4.536, -2.810, 2.465)
C (3.931, -1.897, 2.477)
C (3.111, -1.596, 3.498)
H (2.983, -2.261, 4.362)
C (-1.534, -1.856, 3.046)
C (-3.700, -0.702, 1.674)
C (-1.988, 0.903, 3.257)
C (-0.841, -0.952, -4.277)
C (-2.139, -2.721, -2.512)
C (-3.164, -0.119, -2.906)
C (-0.366, 3.109, 0.861)
C (-2.937, 2.575, -0.230)
C (-0.694, 2.940, -1.919)
H (4.052, -1.220, 1.620)
H (2.547, -0.659, 3.515)
H (-0.451, -1.929, 3.217)
H (-1.883, -2.783, 2.573)
H (-2.040, -1.731, 4.014)
H (-3.836, -1.701, 1.240)
H (-4.087, 0.041, 0.964)
H (-4.269, -0.637, 2.613)
H (-0.968, 1.163, 3.573)
H (-2.541, 0.527, 4.130)
H (-2.479, 1.808, 2.879)
H (-1.560, -1.354, -5.005)
H (0.070, -1.565, -4.295)
H (-0.576, 0.076, -4.560)
H (-2.493, -3.039, -3.503)
H (-2.957, -2.822, -1.787)
H (-1.313, -3.376, -2.201)
H (-3.556, -0.408, -3.891)
H (-3.029, 0.970, -2.882)
H (-3.894, -0.396, -2.134)
H (-0.591, 4.159, 0.635)
H (0.720, 2.950, 0.826)
H (-0.717, 2.865, 1.871)
H (-3.008, 3.652, -0.437)
H (-3.318, 2.372, 0.778)
H (-3.559, 2.029, -0.951)
H (-1.007, 3.990, -1.833)
H (-1.169, 2.488, -2.799)
H (0.395, 2.893, -2.041)
C (3.254, 1.607, -0.501)
C (3.326, 2.056, -1.834)
C (4.211, 3.069, -2.174)
C (5.059, 3.629, -1.209)
C (5.008, 3.166, 0.109)
C (4.116, 2.169, 0.470)
S (2.182, 0.374, 0.031)
H (0.794, 0.318, -1.547)
H (2.677, 1.594, -2.585)
H (4.253, 3.433, -3.207)
H (5.760, 4.421, -1.482)
H (5.675, 3.586, 0.868)
H (4.049, 1.787, 1.488)
N (1.634, -4.130, 1.360)
C (0.509, -3.830, 0.703)
N (-0.372, -4.811, 0.469)
O (0.272, -2.635, 0.291)
H (1.765, -5.089, 1.665)
H (2.306, -3.420, 1.621)
H (-1.232, -4.600, -0.014)
H (-0.187, -5.756, 0.793)


The following is a DFT calculation (ωB97M-V/def2-TZVPD) of a 3-piece molecular cluster, C16H14F3N2O overall.

Values from the calculation:
Orbital gap: 5.803 eV
2S+1: 1
Total charge: +1

Geometry (Å):
O (0.103, 1.416, -3.281)
N (0.909, 0.559, -3.941)
N (1.190, -0.562, -3.321)
C (1.891, -1.450, -3.979)
C (2.323, -1.246, -5.306)
C (2.007, -0.067, -5.928)
C (1.268, 0.852, -5.190)
F (0.903, 2.016, -5.658)
H (0.683, 1.908, -2.650)
H (2.112, -2.363, -3.438)
H (2.891, -2.019, -5.810)
H (2.293, 0.177, -6.944)
F (1.532, 2.210, -1.207)
C (1.811, 1.455, -0.082)
C (0.824, 1.317, 0.866)
C (1.114, 0.552, 1.987)
C (2.362, -0.041, 2.129)
C (3.331, 0.128, 1.150)
C (3.060, 0.888, 0.020)
H (-0.138, 1.792, 0.732)
H (0.361, 0.413, 2.749)
H (2.577, -0.635, 3.006)
H (4.306, -0.324, 1.266)
H (3.802, 1.051, -0.750)
F (-1.086, -1.523, 3.407)
C (-2.366, -1.092, 3.520)
C (-2.597, 0.183, 3.996)
C (-3.911, 0.617, 4.104)
C (-4.958, -0.218, 3.740)
C (-4.692, -1.497, 3.269)
C (-3.385, -1.947, 3.154)
H (-1.767, 0.812, 4.291)
H (-4.115, 1.610, 4.481)
H (-5.980, 0.124, 3.832)
H (-5.507, -2.153, 2.992)
H (-3.152, -2.939, 2.794)


The following is a DFT calculation (ωB97M-V/def2-TZVPD) of C4H7NOS2 as an isolated structure at a distorted geometry.

Values from the calculation:
Orbital gap (alpha / beta): 7.703 / 7.703 eV
ΔE to the lowest compared entry with this formula, charge and spin: 112.7 kcal/mol
2S+1: 1
Total charge: 0

Geometry (Å):
C (-0.297, -1.006, -0.048)
C (-1.387, -0.528, -0.683)
C (1.036, -0.303, -0.141)
C (0.753, 1.234, -0.129)
N (-0.629, -1.471, 1.113)
O (-1.583, -0.168, -1.999)
S (-2.263, -1.997, 1.025)
S (1.444, 1.973, 1.314)
H (1.616, -0.653, 0.751)
H (1.638, -0.591, -1.105)
H (1.269, 1.712, -0.970)
H (-0.364, 1.442, -0.201)
H (-0.081, -1.471, 1.929)
H (-1.557, -0.875, -2.648)
H (0.405, 2.702, 1.791)


The following is a DFT calculation (ωB97M-V/def2-TZVPD) of C26H53ClO2P2PtSi2 as an isolated structure at a distorted geometry.

Values from the calculation:
<S²>: 6.03
Orbital gap (alpha / beta): 5.931 / 4.439 eV
ΔE to the lowest compared entry with this formula, charge and spin: 21.3 kcal/mol
2S+1: 5
Total charge: 0

Geometry (Å):
Pt (-0.336, -0.849, -0.084)
C (1.854, 1.215, 0.740)
C (2.099, 2.137, -0.364)
C (1.643, 3.429, 0.045)
Si (2.885, 1.540, -1.949)
C (1.148, 3.326, 1.330)
C (1.279, 1.991, 1.798)
Si (1.017, 1.207, 3.473)
H (2.134, 0.213, 0.777)
H (1.689, 4.296, -0.584)
H (0.686, 4.140, 1.945)
Cl (-4.369, -2.612, -2.456)
C (2.670, 0.711, 4.134)
C (0.151, 2.440, 4.549)
C (4.677, 1.243, -1.615)
C (2.671, 2.848, -3.241)
H (0.588, 3.430, 4.363)
H (0.327, 2.176, 5.607)
H (-0.936, 2.497, 4.369)
H (2.977, -0.261, 3.744)
H (2.631, 0.684, 5.227)
H (3.402, 1.471, 3.820)
H (2.579, 3.845, -2.776)
H (1.803, 2.694, -3.906)
H (3.584, 2.850, -3.865)
H (4.970, 1.742, -0.678)
H (5.283, 1.667, -2.436)
H (4.904, 0.170, -1.526)
C (-0.029, -0.413, 3.286)
C (2.070, -0.105, -2.459)
P (-1.177, -0.699, 1.896)
H (-0.569, -0.550, 4.275)
H (0.730, -1.255, 3.195)
P (0.284, -0.406, -2.323)
H (2.542, -0.930, -1.895)
H (2.326, -0.232, -3.525)
C (-0.068, -1.788, -3.476)
C (-0.564, 1.135, -2.887)
C (-2.433, 0.670, 2.128)
C (-2.011, -2.312, 2.330)
C (-1.185, -3.452, 1.733)
H (-2.988, -2.281, 1.833)
C (-2.196, -2.553, 3.835)
H (-1.227, -2.671, 4.326)
H (-2.752, -3.497, 3.955)
H (-2.765, -1.765, 4.335)
H (-0.996, -3.333, 0.671)
H (-1.728, -4.393, 1.884)
H (-0.230, -3.537, 2.258)
H (-1.800, 1.588, 1.998)
C (-3.077, 0.735, 3.520)
C (-3.504, 0.640, 1.041)
H (-2.358, 0.771, 4.353)
H (-3.761, -0.130, 3.682)
H (-3.697, 1.649, 3.580)
H (-3.073, 0.725, 0.028)
H (-4.178, 1.503, 1.188)
H (-4.102, -0.276, 1.082)
H (0.225, 1.676, -3.388)
C (-1.040, 1.950, -1.676)
C (-1.684, 0.848, -3.868)
H (-1.302, 0.505, -4.871)
H (-2.233, 1.778, -4.067)
H (-2.396, 0.106, -3.519)
H (-0.883, 1.470, -0.720)
H (-2.149, 2.162, -1.782)
H (-0.521, 2.944, -1.644)
C (0.476, -3.110, -2.946)
C (0.501, -1.509, -4.859)
H (-1.156, -1.876, -3.533)
H (1.555, -1.750, -4.905)
H (0.371, -0.472, -5.198)
H (-0.001, -2.145, -5.585)
H (1.571, -3.085, -2.954)
H (0.172, -3.924, -3.615)
H (0.156, -3.361, -1.948)
C (-1.989, -1.722, -0.952)
H (-1.847, -2.523, -1.727)
H (-2.572, -0.747, -1.679)
H (-2.909, -2.056, -0.285)
C (3.317, -3.409, 0.444)
C (2.242, -2.486, 0.752)
O (2.097, -1.995, 1.898)
O (1.399, -2.170, -0.313)
H (3.180, -3.913, -0.516)
H (3.402, -4.137, 1.277)
H (4.283, -2.801, 0.397)